(A)
{
  "formula": "C3H5ClN2",
  "method": "ωB97M-V with the def2-TZVPD basis set",
  "elements": ["C", "C", "C", "H", "H", "H", "H", "H", "N", "N", "Cl"],
  "positions_angstrom": [[-1.54927, 0.71158, -1.27705], [-0.35242, 0.26218, -0.84338], [1.33478, -0.37998, 0.90242], [-2.43251, 0.95997, -0.57768], [0.52036, 0.05062, -1.55392], [-0.69900, -0.70557, 0.94298], [2.19803, 0.09777, 0.33364], [0.93150, -1.08550, 2.61020], [0.03700, -0.29363, 0.39335], [1.73899, -0.72228, 2.04435], [-1.72745, 1.10485, -2.97492]],
  "lowdin_charge": [-0.572, -0.243, -0.341, 0.097, 0.133, 0.132, 0.136, 0.055, -0.009, 0.059, 0.553],
  "e_lumo_ev": 0.895,
  "orbital_gap_ev": 9.66
}

---

(B)
{
  "formula": "C3H5ClN2",
  "method": "ωB97M-V with the def2-TZVPD basis set",
  "elements": ["C", "C", "C", "N", "N", "Cl", "H", "H", "H", "H", "H"],
  "positions_angstrom": [[0.85656, 0.59783, 0.11136], [-1.27473, -1.75703, -0.18625], [1.07436, -0.19749, -0.95273], [-0.00167, 1.67298, 0.11782], [-1.75616, -1.31316, 0.80549], [2.13301, -1.48011, -0.93497], [1.51604, 0.30139, 0.97215], [-0.75271, 1.46200, -0.49500], [0.71472, -0.09055, -1.96032], [-0.23506, 2.25214, 0.90621], [-2.27434, -1.44799, 1.61624]],
  "lowdin_charge": [-0.329, -0.015, -0.736, 0.048, 0.058, 0.610, 0.119, 0.068, 0.053, 0.085, 0.039],
  "e_lumo_ev": 1.005,
  "orbital_gap_ev": 8.79
}

---

Best to worst by energy: (A), (B).

---

(A)
{
  "formula": "C4H12BN",
  "method": "ωB97M-V with the def2-TZVPD basis set",
  "elements": ["B", "C", "C", "C", "C", "N", "H", "H", "H", "H", "H", "H", "H", "H", "H", "H", "H", "H"],
  "positions_angstrom": [[0.93833, 0.38289, 2.12098], [-0.31347, 0.27753, -1.91649], [-1.46040, -0.71448, -0.01414], [0.42849, 0.81705, 0.55918], [-0.09931, -0.23084, -0.41727], [0.81346, -1.34213, -0.58270], [1.83497, 1.06999, 2.46877], [0.34692, -0.22477, 2.95638], [0.59806, -0.00998, -2.57905], [-1.16617, -0.27512, -2.40174], [-0.47908, 1.38608, -1.90362], [-1.78401, -0.03565, 0.71942], [-1.42696, -1.68167, 0.50253], [-2.32419, -0.49204, -0.71083], [1.24532, 1.23347, -0.07805], [-0.43141, 1.58765, 0.55060], [1.43578, -0.80627, 1.41712], [1.84366, -0.94172, -0.69112]],
  "lowdin_charge": [-0.139, -0.044, -0.076, -0.200, -0.748, 0.151, 0.007, 0.020, 0.096, 0.079, 0.089, 0.046, 0.095, 0.099, 0.098, 0.132, 0.195, 0.100],
  "e_lumo_ev": [-0.819, -2.721],
  "orbital_gap_ev": [9.33, 7.29]
}

---

(B)
{
  "formula": "C4H12BN",
  "method": "ωB97M-V with the def2-TZVPD basis set",
  "elements": ["B", "C", "C", "C", "C", "N", "H", "H", "H", "H", "H", "H", "H", "H", "H", "H", "H", "H"],
  "positions_angstrom": [[-0.01878, -0.79708, 0.90475], [-1.43952, -1.37615, 1.03975], [1.42659, -1.46346, 1.01466], [-0.34597, 1.02494, -1.68374], [0.26871, 1.92158, -0.61606], [-0.02283, 1.66611, 0.81962], [-1.43134, -1.95362, 2.09217], [-1.68384, -2.28416, 0.33064], [-2.32365, -0.67027, 1.01619], [1.91673, -1.12774, 0.01475], [1.23247, -2.53100, 1.09671], [1.87837, -0.99254, 1.87239], [-0.02701, 1.40003, -2.66178], [0.11278, 0.00059, -1.73566], [-1.43080, 0.81753, -1.52126], [1.38436, 1.96864, -0.68622], [-0.01282, 3.06837, -0.78457], [-1.09281, 1.84024, 1.06830]],
  "lowdin_charge": [-0.099, -0.093, -0.060, -0.150, -0.455, -0.086, 0.114, 0.100, 0.062, 0.101, 0.053, 0.055, 0.062, 0.060, 0.078, 0.090, 0.122, 0.045],
  "e_lumo_ev": 0.463,
  "orbital_gap_ev": 8.11
}

---

Best to worst by energy: (B), (A).

---

(A)
{
  "formula": "C9H8N2O3",
  "method": "ωB97M-V with the def2-TZVPD basis set",
  "elements": ["O", "O", "O", "C", "C", "C", "C", "C", "C", "C", "N", "N", "C", "C", "H", "H", "H", "H", "H", "H", "H", "H"],
  "positions_angstrom": [[-1.15778, -0.84346, -3.93443], [1.84974, -1.43479, -3.22754], [-1.98336, 0.64426, 0.97817], [-0.63441, -0.73298, -2.83138], [1.79109, -0.64283, -0.19706], [1.47791, -0.09206, 1.07671], [-0.73304, 0.35392, 0.53461], [-0.42505, -0.10359, -0.75738], [0.82623, -0.60027, -1.11909], [0.29577, 0.55685, 1.37478], [-1.33729, -0.24983, -1.79670], [0.73930, -0.98592, -2.45432], [-1.70905, 0.71684, 2.39403], [-0.21305, 1.03211, 2.62944], [2.24031, -0.71091, -3.83816], [2.75742, -1.18975, -0.48797], [2.35807, -0.00555, 1.69131], [-2.11579, 0.44729, -1.80306], [-2.22831, 1.53781, 2.79737], [-2.04736, -0.18709, 2.81204], [0.07913, 2.09569, 2.73673], [0.16953, 0.39426, 3.42188]],
  "lowdin_charge": [0.054, 0.032, 0.028, -0.456, -0.018, -0.014, -0.203, -0.096, -0.196, -0.232, 0.185, 0.009, -0.117, -0.085, 0.162, 0.144, 0.106, 0.202, 0.107, 0.118, 0.139, 0.129],
  "e_lumo_ev": 0.568,
  "orbital_gap_ev": 8.67
}

---

(B)
{
  "formula": "C9H8N2O3",
  "method": "ωB97M-V with the def2-TZVPD basis set",
  "elements": ["C", "C", "C", "C", "C", "C", "C", "C", "C", "N", "N", "O", "O", "O", "H", "H", "H", "H", "H", "H", "H", "H"],
  "positions_angstrom": [[1.17381, -2.70850, 0.62387], [2.41354, -2.24881, 0.22783], [0.10526, -1.89803, 0.57101], [2.64261, -0.94684, -0.08403], [0.20832, -0.54351, 0.17682], [1.52627, -0.09241, -0.16473], [-2.11580, 0.60696, -1.29658], [-0.61142, 0.68620, 0.24248], [-2.92674, 1.65654, -0.69747], [-1.50252, 1.18271, 1.23530], [1.43586, 1.28186, -0.41915], [2.30112, 2.06394, -0.84038], [0.25787, 1.58741, -0.15863], [-2.74251, 1.57590, 0.74295], [1.03434, -3.65526, 1.11399], [3.27974, -2.91211, 0.53836], [-0.92602, -2.17139, 0.82667], [3.63527, -0.47467, -0.20987], [-1.35929, 0.87621, -2.14530], [-2.58769, 2.69275, -1.03181], [-4.09592, 1.38814, -0.85770], [-1.14611, 2.05291, 1.60638]],
  "lowdin_charge": [-0.101, -0.092, -0.021, 0.001, -0.043, -0.081, 0.118, -0.296, -0.288, 0.053, -0.250, 0.062, 0.098, -0.184, 0.110, 0.134, 0.130, 0.133, 0.082, 0.129, 0.171, 0.136],
  "e_lumo_ev": [-0.856, -0.901],
  "orbital_gap_ev": [7.75, 6.45]
}

---

Best to worst by energy: (A), (B).